No. 1
{"formula": "C37H34ClFeN9O4", "method": "wB97M-V/def2-TZVPD", "s2": 6.102, "orbital_gap_ev": [5.076, 5.982], "spin_multiplicity": 5, "elements": ["Fe", "C", "C", "C", "C", "C", "C", "N", "C", "C", "C", "C", "C", "C", "N", "N", "C", "C", "C", "C", "C", "N", "H", "H", "H", "H", "H", "H", "H", "H", "H", "H", "H", "H", "H", "N", "C", "C", "C", "C", "C", "C", "C", "C", "C", "C", "C", "C", "N", "C", "C", "C", "C", "N", "H", "H", "H", "H", "H", "H", "H", "H", "H", "H", "O", "Cl", "O", "O", "O", "N", "C", "C", "N", "C", "C", "H", "H", "H", "H", "H", "H", "H", "H", "H", "H", "H"], "coordinates": [[-0.549, 0.385, -0.288], [1.881, -2.324, 3.686], [0.556, -2.722, 3.589], [-0.372, -1.891, 3.004], [0.017, -0.657, 2.448], [1.359, -0.261, 2.566], [2.269, -1.085, 3.192], [-0.861, 0.078, 1.706], [-2.163, 0.220, 2.044], [-2.669, 0.217, 3.347], [-4.024, 0.391, 3.566], [-4.898, 0.567, 2.499], [-4.429, 0.584, 1.196], [-3.064, 0.421, 0.951], [-2.453, 0.387, -0.263], [-3.169, 0.252, -1.363], [-2.453, 0.027, -2.460], [-3.071, -0.489, -3.626], [-2.287, -0.899, -4.667], [-0.895, -0.723, -4.600], [-0.366, -0.140, -3.469], [-1.096, 0.219, -2.420], [2.605, -2.977, 4.147], [0.249, -3.691, 3.958], [-1.399, -2.205, 2.908], [1.651, 0.701, 2.174], [3.297, -0.762, 3.297], [-1.985, 0.100, 4.176], [-4.402, 0.386, 4.579], [-5.951, 0.700, 2.696], [-5.100, 0.721, 0.362], [-4.140, -0.631, -3.630], [-2.730, -1.369, -5.533], [-0.257, -1.027, -5.415], [0.697, 0.052, -3.384], [7.011, -6.618, -0.599], [6.146, -5.864, -0.591], [5.095, -4.921, -0.581], [4.927, -4.081, 0.522], [3.909, -3.150, 0.526], [3.036, -3.051, -0.555], [3.204, -3.897, -1.650], [4.228, -4.822, -1.672], [1.924, -2.075, -0.540], [2.262, -0.719, -0.652], [3.562, -0.212, -0.880], [3.456, 1.165, -0.904], [2.108, 1.459, -0.692], [1.385, 0.345, -0.543], [0.643, -2.603, -0.451], [0.306, -3.979, -0.266], [-1.060, -4.052, -0.299], [-1.518, -2.732, -0.507], [-0.519, -1.874, -0.585], [5.597, -4.170, 1.365], [3.763, -2.498, 1.374], [2.522, -3.819, -2.485], [4.365, -5.478, -2.520], [4.444, -0.798, -1.039], [4.244, 1.877, -1.033], [1.665, 2.435, -0.595], [1.008, -4.775, -0.105], [-1.679, -4.925, -0.209], [-2.539, -2.412, -0.640], [0.899, 4.796, 2.944], [1.028, 3.799, 1.949], [2.274, 3.150, 1.983], [0.856, 4.444, 0.648], [-0.042, 2.855, 2.062], [-2.125, 5.593, -1.046], [-2.154, 5.004, 0.324], [-2.274, 3.479, 0.207], [-1.199, 2.923, -0.589], [-1.150, 3.516, -1.904], [-0.986, 5.039, -1.825], [-2.042, 6.612, -0.985], [-3.002, 5.344, -1.523], [-2.991, 5.423, 0.882], [-1.212, 5.249, 0.820], [-3.236, 3.198, -0.237], [-2.199, 3.044, 1.205], [-0.330, 3.120, -0.092], [-2.070, 3.250, -2.439], [-0.306, 3.092, -2.449], [-0.972, 5.493, -2.815], [-0.063, 5.263, -1.284]]}


No. 2
{"formula": "C37H34N3O7P2Ti", "method": "wB97M-V/def2-TZVPD", "orbital_gap_ev": 8.204, "total_charge": 1, "spin_multiplicity": 1, "elements": ["Ti", "N", "C", "C", "O", "N", "C", "C", "O", "O", "H", "H", "H", "H", "H", "H", "C", "C", "P", "C", "C", "C", "C", "C", "C", "C", "C", "C", "C", "C", "C", "P", "C", "C", "C", "C", "C", "C", "C", "C", "C", "C", "C", "C", "H", "H", "H", "H", "H", "H", "H", "H", "H", "H", "H", "H", "H", "H", "H", "H", "H", "H", "H", "H", "H", "H", "H", "H", "O", "C", "O", "C", "C", "C", "C", "C", "C", "N", "O", "O", "H", "H", "H", "H"], "coordinates": [[0.058, -1.211, -0.331], [0.160, -2.544, -2.112], [0.929, -3.782, -1.865], [1.880, -3.528, -0.707], [2.918, -4.127, -0.570], [1.382, -2.559, 0.130], [2.215, -2.139, 1.254], [2.132, -0.625, 1.386], [2.681, 0.018, 2.221], [1.308, -0.078, 0.443], [-0.741, -2.740, -2.547], [0.656, -1.973, -2.789], [1.492, -4.102, -2.740], [0.244, -4.582, -1.585], [3.246, -2.469, 1.121], [1.854, -2.563, 2.195], [-0.831, 1.953, -1.266], [-2.273, 1.416, -1.390], [-2.359, -0.419, -1.244], [-2.874, -1.137, -2.844], [-3.123, -0.409, -4.000], [-3.498, -1.057, -5.171], [-3.630, -2.436, -5.198], [-3.404, -3.173, -4.042], [-3.032, -2.527, -2.875], [-3.786, -0.793, -0.176], [-3.829, -2.010, 0.502], [-4.922, -2.336, 1.291], [-5.979, -1.448, 1.414], [-5.948, -0.238, 0.734], [-4.862, 0.087, -0.062], [0.384, 0.847, -2.053], [-0.039, 0.889, -3.830], [-0.730, 1.970, -4.380], [-1.002, 2.019, -5.739], [-0.585, 0.990, -6.570], [0.133, -0.074, -6.043], [0.408, -0.115, -4.685], [2.001, 1.655, -1.983], [3.141, 0.878, -1.800], [4.394, 1.467, -1.806], [4.513, 2.837, -1.989], [3.380, 3.617, -2.176], [2.126, 3.028, -2.180], [-0.547, 1.993, -0.215], [-0.759, 2.967, -1.660], [-2.746, 1.745, -2.313], [-2.855, 1.813, -0.557], [-3.032, 0.666, -4.011], [-3.691, -0.475, -6.062], [-3.924, -2.936, -6.111], [-3.533, -4.247, -4.047], [-2.899, -3.110, -1.967], [-2.995, -2.698, 0.444], [-4.942, -3.281, 1.819], [-6.827, -1.697, 2.038], [-6.775, 0.454, 0.820], [-4.868, 1.026, -0.599], [-1.055, 2.790, -3.754], [-1.536, 2.866, -6.150], [-0.798, 1.027, -7.630], [0.489, -0.863, -6.690], [1.022, -0.929, -4.316], [3.052, -0.190, -1.633], [5.277, 0.859, -1.656], [5.491, 3.300, -1.981], [3.472, 4.685, -2.321], [1.252, 3.646, -2.341], [-1.570, 0.663, 1.374], [-1.544, -0.450, 1.859], [-0.911, -1.442, 1.244], [-2.248, -0.821, 3.114], [-2.085, -2.076, 3.695], [-2.827, -2.421, 4.810], [-3.727, -1.496, 5.309], [-3.898, -0.239, 4.760], [-3.143, 0.099, 3.651], [-4.554, -1.874, 6.479], [-4.387, -2.982, 6.941], [-5.336, -1.048, 6.895], [-1.382, -2.778, 3.269], [-2.726, -3.383, 5.290], [-4.610, 0.445, 5.196], [-3.249, 1.067, 3.183]]}


No. 3
{"formula": "C37H35AgN4O2P2S", "method": "wB97M-V/def2-TZVPD", "orbital_gap_ev": 8.340, "spin_multiplicity": 1, "elements": ["Ag", "C", "C", "P", "C", "C", "C", "C", "C", "C", "C", "C", "C", "C", "C", "C", "C", "P", "C", "C", "C", "C", "C", "C", "C", "C", "C", "C", "C", "C", "H", "H", "H", "H", "H", "H", "H", "H", "H", "H", "H", "H", "H", "H", "H", "H", "H", "H", "H", "H", "H", "H", "H", "H", "H", "H", "N", "C", "C", "C", "C", "C", "C", "S", "O", "O", "N", "C", "N", "C", "C", "C", "N", "H", "H", "H", "H", "H", "H", "H", "H", "H"], "coordinates": [[0.298, -0.213, 0.821], [0.595, 0.556, -2.952], [1.296, 1.523, -1.987], [2.104, 0.728, -0.547], [3.622, 0.031, -1.251], [3.824, -1.344, -1.189], [4.973, -1.911, -1.730], [5.925, -1.100, -2.329], [5.729, 0.276, -2.391], [4.582, 0.840, -1.856], [2.632, 2.171, 0.445], [2.740, 3.452, -0.095], [3.100, 4.528, 0.703], [3.363, 4.336, 2.050], [3.259, 3.065, 2.600], [2.888, 1.993, 1.803], [-0.664, -0.115, -2.374], [-0.289, -1.772, -1.629], [-1.078, -2.885, -2.868], [-2.414, -3.281, -2.853], [-2.924, -4.085, -3.864], [-2.107, -4.498, -4.909], [-0.774, -4.114, -4.933], [-0.264, -3.323, -3.911], [-1.449, -1.895, -0.206], [-2.655, -1.198, -0.080], [-3.462, -1.373, 1.029], [-3.085, -2.265, 2.030], [-1.902, -2.978, 1.916], [-1.082, -2.786, 0.810], [1.302, -0.204, -3.302], [0.318, 1.133, -3.836], [0.562, 2.220, -1.574], [2.042, 2.100, -2.539], [3.070, -1.972, -0.727], [5.122, -2.982, -1.681], [6.823, -1.537, -2.747], [6.475, 0.910, -2.854], [4.444, 1.914, -1.897], [2.510, 3.626, -1.138], [3.158, 5.520, 0.272], [3.633, 5.178, 2.675], [3.448, 2.912, 3.654], [2.781, 1.009, 2.245], [-1.409, -0.252, -3.157], [-1.106, 0.543, -1.620], [-3.064, -2.972, -2.042], [-3.963, -4.389, -3.836], [-2.507, -5.124, -5.697], [-0.127, -4.441, -5.737], [0.785, -3.045, -3.920], [-2.945, -0.485, -0.843], [-4.376, -0.800, 1.124], [-3.716, -2.395, 2.901], [-1.605, -3.669, 2.695], [-0.152, -3.335, 0.720], [-7.745, 3.073, 0.799], [-6.354, 3.049, 0.737], [-5.701, 2.333, -0.266], [-4.318, 2.285, -0.301], [-3.570, 2.933, 0.675], [-4.213, 3.651, 1.675], [-5.593, 3.712, 1.703], [-1.814, 2.855, 0.592], [-1.501, 2.768, -0.819], [-1.294, 3.954, 1.362], [-1.364, 1.428, 1.191], [-1.441, 1.194, 2.530], [-2.243, 1.880, 3.361], [-2.195, 1.564, 4.644], [-1.380, 0.565, 5.162], [-0.615, -0.114, 4.236], [-0.638, 0.175, 2.945], [-8.226, 2.883, -0.064], [-8.147, 3.839, 1.312], [-6.282, 1.827, -1.029], [-3.811, 1.758, -1.098], [-3.620, 4.156, 2.423], [-6.095, 4.276, 2.481], [-2.847, 2.135, 5.298], [-1.347, 0.329, 6.215], [0.037, -0.929, 4.534]]}


No. 4
{"formula": "C37H35BrNO14P2", "method": "wB97M-V/def2-TZVPD", "orbital_gap_ev": 7.479, "total_charge": 1, "spin_multiplicity": 1, "elements": ["O", "C", "Br", "C", "C", "P", "P", "O", "O", "O", "C", "C", "C", "N", "C", "H", "H", "H", "H", "H", "H", "H", "H", "H", "H", "H", "H", "H", "H", "H", "C", "C", "C", "O", "C", "C", "C", "O", "H", "H", "H", "H", "C", "C", "C", "O", "C", "C", "C", "O", "H", "H", "H", "H", "C", "C", "C", "O", "C", "C", "C", "O", "H", "H", "H", "H", "C", "C", "C", "O", "C", "C", "C", "O", "H", "H", "H", "H", "C", "C", "C", "O", "C", "C", "C", "O", "H", "H", "H", "H"], "coordinates": [[-2.349, 5.326, 2.857], [-1.195, 4.998, 2.730], [0.185, 6.251, 3.241], [-0.829, 3.614, 2.230], [0.115, 3.517, 1.010], [-0.334, 4.535, -0.493], [-2.412, 5.232, -0.490], [-2.461, 6.557, 0.095], [-3.432, 4.186, 0.110], [-2.826, 5.252, -2.027], [1.591, 3.841, 1.329], [2.455, 2.618, 1.715], [1.673, 1.520, 2.377], [0.464, 1.105, 1.583], [0.083, 2.061, 0.513], [-1.768, 3.144, 1.978], [-0.422, 3.034, 3.050], [0.377, 5.724, -0.272], [-3.217, 3.277, -0.122], [-2.109, 5.593, -2.570], [1.702, 4.599, 2.083], [2.014, 4.256, 0.424], [3.180, 2.955, 2.434], [3.001, 2.271, 0.853], [2.301, 0.657, 2.517], [1.350, 1.812, 3.362], [-0.317, 0.934, 2.206], [0.682, 0.199, 1.151], [0.773, 1.975, -0.310], [-0.921, 1.845, 0.188], [3.627, -3.104, 1.079], [2.466, -2.464, 1.172], [1.647, -2.184, -0.025], [0.577, -1.590, 0.062], [2.151, -2.643, -1.335], [3.312, -3.286, -1.438], [4.142, -3.566, -0.238], [5.196, -4.151, -0.325], [4.241, -3.322, 1.941], [2.068, -2.128, 2.123], [1.529, -2.430, -2.195], [3.697, -3.632, -2.390], [4.677, -5.765, -6.060], [5.787, -5.833, -6.790], [6.862, -4.817, -6.654], [7.870, -4.875, -7.318], [6.649, -3.724, -5.670], [5.540, -3.658, -4.942], [4.468, -4.674, -5.079], [3.452, -4.617, -4.413], [3.881, -6.494, -6.143], [5.960, -6.622, -7.511], [7.444, -2.994, -5.586], [5.367, -2.868, -4.221], [-6.109, 1.944, -5.826], [-4.824, 1.612, -5.736], [-3.958, 2.182, -4.676], [-2.784, 1.882, -4.587], [-4.574, 3.133, -3.720], [-5.858, 3.466, -3.807], [-6.730, 2.897, -4.868], [-7.898, 3.196, -4.948], [-6.760, 1.542, -6.591], [-4.353, 0.920, -6.422], [-3.920, 3.535, -2.960], [-6.327, 4.159, -3.120], [-5.347, 3.840, 7.332], [-6.585, 3.960, 6.860], [-6.842, 4.507, 5.502], [-7.967, 4.615, 5.070], [-5.665, 4.917, 4.694], [-4.428, 4.798, 5.169], [-4.173, 4.248, 6.522], [-3.041, 4.132, 6.945], [-5.137, 3.443, 8.317], [-7.456, 3.668, 7.432], [-5.872, 5.314, 3.708], [-3.560, 5.091, 4.599], [1.486, -6.959, 1.549], [1.341, -8.237, 1.209], [2.364, -9.251, 1.577], [2.234, -10.412, 1.266], [3.550, -8.783, 2.339], [3.691, -7.504, 2.677], [2.671, -6.496, 2.309], [2.801, -5.326, 2.618], [0.754, -6.204, 1.291], [0.485, -8.597, 0.654], [4.282, -9.536, 2.598], [4.548, -7.142, 3.231]]}


No. 5
{"formula": "C37H35F3N6O3SSbSeW", "method": "wB97M-V/def2-TZVPD", "s2": 0.943, "orbital_gap_ev": [5.279, 4.528], "spin_multiplicity": 2, "elements": ["W", "C", "C", "C", "C", "C", "C", "N", "Sb", "C", "C", "C", "C", "C", "C", "N", "C", "C", "C", "C", "C", "C", "N", "H", "H", "H", "H", "H", "H", "H", "H", "H", "H", "H", "H", "H", "H", "H", "H", "H", "H", "O", "N", "C", "C", "C", "C", "C", "S", "H", "H", "H", "H", "F", "C", "F", "F", "C", "O", "O", "C", "C", "C", "C", "C", "C", "H", "H", "H", "H", "H", "H", "H", "H", "H", "Se", "N", "C", "C", "C", "C", "C", "C", "N", "H", "H", "H", "H"], "coordinates": [[-0.325, 0.131, -0.395], [-0.930, -2.056, 3.330], [0.155, -1.056, 3.555], [0.646, -0.821, 4.834], [1.699, 0.065, 5.013], [2.235, 0.671, 3.892], [1.652, 0.423, 2.655], [0.631, -0.408, 2.482], [2.686, 1.449, 0.944], [0.762, 2.376, 0.405], [0.479, 3.569, 1.061], [-0.348, 4.516, 0.486], [-0.712, 4.329, -0.859], [-0.398, 3.166, -1.512], [-0.640, 3.003, -2.982], [0.214, 2.106, -0.857], [2.991, 0.483, -1.007], [4.307, 0.082, -1.191], [4.713, -0.406, -2.418], [3.767, -0.422, -3.435], [2.461, -0.033, -3.181], [1.488, -0.086, -4.313], [2.041, 0.388, -1.966], [-1.344, -2.411, 4.270], [-0.536, -2.906, 2.773], [-1.725, -1.603, 2.742], [0.218, -1.341, 5.679], [2.095, 0.264, 5.999], [3.080, 1.346, 3.946], [0.936, 3.730, 2.033], [-0.635, 5.410, 1.013], [-1.210, 5.119, -1.399], [-0.160, 3.813, -3.532], [-1.703, 3.016, -3.216], [-0.223, 2.054, -3.311], [4.994, 0.170, -0.357], [5.729, -0.724, -2.596], [4.039, -0.732, -4.431], [0.939, -1.027, -4.275], [0.780, 0.736, -4.264], [2.015, -0.043, -5.263], [1.154, -0.961, 0.085], [1.353, -2.300, -0.103], [2.242, -2.971, 0.692], [2.483, -4.293, 0.472], [1.845, -4.963, -0.583], [0.995, -4.244, -1.420], [0.754, -2.908, -1.189], [-0.233, -1.909, -2.187], [2.695, -2.382, 1.473], [3.172, -4.810, 1.118], [2.009, -6.012, -0.754], [0.503, -4.702, -2.262], [-3.339, -4.201, -0.373], [-2.722, -3.566, 0.626], [-1.541, -4.181, 0.807], [-3.442, -3.781, 1.736], [-2.527, -2.036, 0.338], [-3.491, -1.326, 0.143], [-1.304, -1.679, 0.330], [-2.081, 2.600, 4.359], [-2.898, 1.822, 3.322], [-3.552, 0.599, 3.976], [-3.980, 2.729, 2.720], [-2.032, 1.356, 2.239], [-1.366, 0.954, 1.301], [-2.719, 2.889, 5.192], [-1.658, 3.499, 3.915], [-1.265, 1.986, 4.739], [-4.325, 0.917, 4.673], [-2.811, 0.016, 4.519], [-4.006, -0.035, 3.217], [-4.617, 3.121, 3.512], [-4.600, 2.172, 2.014], [-3.533, 3.563, 2.183], [-3.420, 1.497, -0.477], [-2.108, 0.608, -1.520], [-2.696, 0.497, -2.772], [-2.088, -0.015, -3.912], [-2.762, -0.032, -5.122], [-4.052, 0.474, -5.232], [-4.674, 1.028, -4.138], [-4.014, 1.052, -2.902], [-4.543, 1.627, -1.814], [-1.090, -0.410, -3.865], [-2.271, -0.436, -5.996], [-4.560, 0.438, -6.185], [-5.655, 1.471, -4.200]]}